Record 1
This record from the Open Molecules 2025 dataset describes a molecular structure, C23H29N12O2RuSi. The level of theory is ωB97M-V/def2-TZVPD.

Summary:
- multiplicity = 6
- Kohn-Sham gap (alpha / beta) (eV) = 5.40 / 7.07
- <S²> = 8.807
- M (g mol⁻¹) = 634.7
- HOMO energy (alpha / beta) (eV) = -10.86 / -13.13
- E_tot (a.u.) = -2085.09752
- F_max (hartree/bohr) = 0.01255
- net charge = +2

Geometry as XYZ:
```
68
Properties=species:S:1:pos:R:3:mulliken_spin:R:1
Ru 0.47816 0.09698 -0.60419 3.29
N -3.17735 2.71392 -3.40498 0.01
C -1.97729 2.30866 -3.11441 0.01
N -1.75150 1.25192 -2.34535 0.02
C -2.85391 0.55593 -1.67622 0.14
N -2.71686 -0.22210 -0.68134 -0.05
N -1.53454 -0.45529 -0.09876 0.18
C -1.63777 -1.19703 1.04035 0.36
C -0.52679 -1.33483 1.89039 0.08
C -0.60383 -2.01339 3.12782 0.10
C 0.48322 -2.03154 3.95728 0.00
C 1.66521 -1.37710 3.56930 0.14
C 1.68564 -0.75690 2.34458 -0.04
N 0.63963 -0.74193 1.50666 0.23
C -4.17952 0.86991 -2.22639 0.00
C -5.31041 0.12752 -1.90154 0.03
C -6.55120 0.49755 -2.39112 -0.01
C -6.68876 1.61369 -3.21153 0.03
C -5.57556 2.36190 -3.54933 -0.02
C -4.34526 1.97412 -3.05219 0.04
H -3.27915 3.54655 -3.96898 0.00
H -1.12206 2.83228 -3.52272 -0.01
H -2.60428 -1.60014 1.30955 0.01
H -1.53160 -2.49294 3.40957 0.00
H 0.42897 -2.53523 4.91322 0.00
H 2.53526 -1.35224 4.20867 0.01
H 2.57960 -0.24634 1.99944 0.01
H -5.20076 -0.72966 -1.25236 0.00
H -7.42275 -0.08669 -2.12934 0.00
H -7.66068 1.90000 -3.58797 0.00
H -5.66477 3.23222 -4.18855 0.00
N 3.27037 0.15264 -0.76878 0.06
N 3.75185 1.40982 -0.38878 -0.01
C 2.89619 2.37973 -0.00289 0.02
N 3.40143 3.55512 0.33414 0.00
N 1.60731 2.02096 0.00104 0.10
N 0.63375 2.91386 0.39064 -0.04
O 0.87582 4.03655 0.77550 0.01
O -0.48782 2.43047 0.32087 0.04
H 3.82982 -0.56351 -0.32070 0.00
H 3.31068 0.04179 -1.77716 -0.01
H 4.71724 1.64806 -0.56393 0.00
H 4.39466 3.71770 0.33598 0.00
H 2.76859 4.28010 0.64217 0.00
N 1.55210 -4.26678 -0.78688 0.00
C 0.44395 -4.27699 -1.59964 0.00
C 0.08259 -2.97545 -1.73357 0.03
N 0.95297 -2.17672 -1.01859 0.07
C 1.81760 -2.99122 -0.45486 0.00
H 2.06563 -5.07548 -0.47529 0.00
H 0.02098 -5.18502 -1.99086 0.00
H -0.74615 -2.56080 -2.28258 -0.01
H 2.61292 -2.71381 0.21669 0.01
C -0.69989 -0.72319 -5.38875 0.01
Si 0.95670 -0.21841 -4.71800 -0.01
C 2.12955 -1.63786 -4.57857 0.01
C 1.68286 1.18392 -5.67912 0.01
C 0.56651 0.39983 -2.97314 0.30
C -0.44628 0.74905 -2.31347 -0.17
H -0.57355 -1.32086 -6.29501 0.00
H -1.30047 0.14891 -5.66077 0.00
H -1.26484 -1.32438 -4.67274 0.00
H 2.31268 -2.07186 -5.56453 0.00
H 1.73530 -2.42379 -3.93179 0.00
H 3.09406 -1.31358 -4.17918 0.00
H 1.68043 0.91551 -6.73929 0.00
H 2.71663 1.38782 -5.39442 0.00
H 1.10996 2.10729 -5.57359 0.00
```

***

Record 2
This record from the Open Molecules 2025 dataset describes C23H29N3O4 in the gas phase. The level of theory is ωB97M-V/def2-TZVPD.

Summary:
- Kohn-Sham gap (eV) = 8.66
- M (g mol⁻¹) = 411.5
- HOMO energy (eV) = -8.15
- E_tot (a.u.) = -1359.12211
- F_max (hartree/bohr) = 0.01074
- SMILES string = COc1ccc([C@H](C(=O)Nc2ccc(C(C)C)cc2)N(C)C(=O)CNC(C)=O)cc1

Geometry as XYZ:
```
59
Properties=species:S:1:pos:R:3:mulliken_charge:R:1
C 2.82544 -5.27698 4.13269 -0.83
H 3.10802 -6.28093 4.44543 0.24
O 2.27678 -5.42000 2.84463 -0.46
C 1.84812 -4.30503 2.19322 0.96
C 1.33791 -4.50831 0.90913 -0.76
C 0.88056 -3.44346 0.16679 -0.43
C 0.90699 -2.14566 0.67656 -0.77
C 1.40826 -1.95086 1.95376 -0.40
C 1.88234 -3.01394 2.70510 -0.72
H 2.27284 -2.81704 3.69079 0.40
H 1.45378 -0.95695 2.36675 0.47
C 0.34413 -1.04775 -0.19220 -0.10
N -1.12351 -1.01848 -0.08782 0.33
C -1.82734 -0.83503 -1.21523 1.24
O -1.28149 -0.59303 -2.28733 -0.75
C -3.34419 -0.97489 -1.14757 -1.35
N -3.76173 -2.26451 -0.65123 -0.09
C -4.54956 -2.41277 0.44177 0.83
O -4.90452 -1.46987 1.11637 -0.64
C -4.91807 -3.84946 0.73317 -1.32
H -5.49842 -3.89059 1.64989 0.34
H -4.02044 -4.45336 0.84625 0.34
H -5.51225 -4.25397 -0.08342 0.35
H -3.50000 -3.07250 -1.19284 0.22
H -3.71836 -0.81810 -2.16540 0.34
H -3.78171 -0.21600 -0.49248 0.45
C -1.66315 -1.09323 1.24917 -1.18
H -1.65236 -2.12280 1.61565 0.20
H -1.04040 -0.48653 1.90716 0.36
H -2.68053 -0.71587 1.28996 0.64
C 0.84523 0.39342 0.04749 0.21
O 1.28807 0.79927 1.10072 -0.67
N 0.66006 1.13994 -1.06547 -0.02
C 0.90564 2.50486 -1.25624 0.86
C 0.47550 3.07170 -2.45322 -0.68
C 0.69590 4.41025 -2.70916 -0.99
C 1.34808 5.21978 -1.78702 0.96
C 1.77312 4.64220 -0.59685 -0.17
C 1.56079 3.30410 -0.32559 -1.18
H 1.89724 2.87684 0.60385 0.47
H 2.28318 5.24334 0.14079 0.26
C 1.58208 6.68135 -2.07917 0.17
C 0.86503 7.56231 -1.05381 -1.45
H 1.26743 7.40037 -0.05710 0.29
H -0.19815 7.33275 -1.03547 0.36
H 0.98869 8.61296 -1.30765 0.44
C 3.07895 6.99715 -2.11274 -1.45
H 3.58242 6.36672 -2.84247 0.36
H 3.23827 8.03829 -2.38522 0.44
H 3.53209 6.82393 -1.14000 0.29
H 1.16526 6.90186 -3.06848 0.39
H 0.35424 4.83301 -3.64348 0.29
H -0.03527 2.45495 -3.17942 0.41
H 0.18067 0.68803 -1.84235 0.12
H 0.56311 -1.30244 -1.23708 0.86
H 0.49484 -3.61756 -0.82811 0.46
H 1.31909 -5.51291 0.51702 0.43
H 3.71403 -4.63796 4.12198 0.34
H 2.09375 -4.87116 4.83874 0.34
```